(1)
Here is C7H14 in the gas phase from OMol25. Energies are from ωB97M-V with the def2-TZVPD basis set.

Structure (XYZ):
```
21
C7H14 ωB97M-V with the def2-TZVPD basis set
C 2.0308 0.8722 -0.4596
H 3.4894 -0.0657 0.9429
H 1.7249 0.7304 -1.4939
C -1.3144 1.2559 -0.2153
H 0.2559 -1.0989 -0.8615
H -2.3450 1.6294 -0.2164
H -1.4339 -0.0755 1.4584
H -2.2695 -1.0411 -1.3228
H 2.8612 -1.1955 -0.3457
H -2.2488 -2.0797 0.1133
H -3.3369 -0.6816 0.0437
H -0.6998 1.9622 0.3520
C 2.7025 -0.2843 0.2262
C -1.2476 -0.1544 0.3764
H 2.3622 1.8807 -0.2289
H 0.1617 -1.7356 0.7759
H -0.9545 1.2622 -1.2519
C -2.3376 -1.0414 -0.2272
C 0.1335 -0.8039 0.1925
C 1.2930 0.0858 0.5884
H 1.1726 0.5786 1.5534
```

Values from the calculation:
E_HOMO ... -10.09 eV
Calculated total energy ... -7485.489 eV
HOMO-LUMO gap ... 11.3 eV
SMILES ... CC(C)CC1CC1

Just the Mulliken charges please, in e? Sure, here they are: atom 1 (C): -0.642, atom 2 (H): 0.257, atom 3 (H): 0.244, atom 4 (C): -1.370, atom 5 (H): 0.315, atom 6 (H): 0.428, atom 7 (H): 0.170, atom 8 (H): 0.350, atom 9 (H): 0.245, atom 10 (H): 0.376, atom 11 (H): 0.402, atom 12 (H): 0.329, atom 13 (C): -0.651, atom 14 (C): 0.811, atom 15 (H): 0.263, atom 16 (H): 0.303, atom 17 (H): 0.284, atom 18 (C): -1.556, atom 19 (C): -0.958, atom 20 (C): -0.042, atom 21 (H): 0.444

(2)
Here is a molecular structure, C4H5NO in a non-equilibrium geometry from OMol25. Energies are from ωB97M-V with the def2-TZVPD basis set.

Structure (XYZ):
```
11
C4H5NO ωB97M-V with the def2-TZVPD basis set
C 1.1046 -0.2604 -0.0583
H 2.1551 -0.1505 -0.2796
H 0.3944 -2.3412 0.0807
C 0.2240 -1.2693 -0.0602
H -1.7938 -0.6024 0.6298
N 0.3513 1.0067 1.0474
H -1.5111 -0.5738 -1.1510
C -1.0510 -0.4863 -0.1628
H 0.8398 1.9171 1.0000
O -0.4193 1.8531 -0.9031
C -0.3183 0.9035 -0.1475
```

Values from the calculation:
E_HOMO ... -9.25 eV
Calculated total energy ... -7762.510 eV
HOMO-LUMO gap ... 8.9 eV

Just the Mulliken charges please, in e? Sure, here they are: atom 1 (C): -0.518, atom 2 (H): 0.404, atom 3 (H): 0.362, atom 4 (C): -0.149, atom 5 (H): 0.275, atom 6 (N): -0.479, atom 7 (H): 0.271, atom 8 (C): -0.547, atom 9 (H): 0.319, atom 10 (O): -0.673, atom 11 (C): 0.736

(3)
Here is C9H16N2O in the gas phase in a non-equilibrium geometry from OMol25. Energies are from ωB97M-V with the def2-TZVPD basis set.

Structure (XYZ):
```
28
C9H16N2O ωB97M-V with the def2-TZVPD basis set
H -0.5609 -0.4068 -1.8934
H -2.6708 2.0805 -0.0161
H -1.9156 1.8749 1.5087
C -1.1708 -1.9051 0.3114
H -2.1758 -2.0591 -0.1410
C 1.1397 -1.9982 -0.0206
H -0.9922 1.2892 -2.1476
C 1.4626 0.4575 0.0214
N -1.0156 -0.6514 0.8846
O 1.8008 0.2993 -1.3556
C -0.0545 -2.4125 -0.3834
H -1.3805 -2.5592 1.2655
H 2.3332 1.4980 1.7281
H -0.1480 -3.1880 -1.1837
N 1.1681 -0.8369 0.7578
C 2.6026 1.0928 0.7332
H 3.3828 0.3180 0.7762
C -2.3163 1.2943 0.6635
H 2.5246 -0.2286 -1.3191
H 0.2959 1.2742 1.5087
H -3.1972 0.5867 1.1004
C -1.1285 0.5443 -0.0269
H 3.0752 1.9394 0.2153
H -2.3994 0.0167 -1.5824
C 0.1503 1.2847 0.4262
C -1.2811 0.3738 -1.5052
H 2.1312 -2.2972 -0.3996
H 0.3401 2.3187 0.0733
```

Values from the calculation:
E_HOMO (alpha / beta) ... -8.31 / -8.02 eV
Calculated total energy ... -14614.620 eV
HOMO-LUMO gap (alpha / beta) ... 8.6 / 8.2 eV

Just the Mulliken charges please, in e? Sure, here they are: atom 1 (H): 0.300, atom 2 (H): 0.362, atom 3 (H): 0.381, atom 4 (C): -0.212, atom 5 (H): 0.371, atom 6 (C): 0.061, atom 7 (H): 0.297, atom 8 (C): 1.258, atom 9 (N): -0.519, atom 10 (O): -0.499, atom 11 (C): -0.875, atom 12 (H): 0.296, atom 13 (H): 0.339, atom 14 (H): 0.298, atom 15 (N): -0.415, atom 16 (C): -1.695, atom 17 (H): 0.396, atom 18 (C): -1.435, atom 19 (H): 0.460, atom 20 (H): 0.685, atom 21 (H): 0.245, atom 22 (C): 1.974, atom 23 (H): 0.369, atom 24 (H): 0.350, atom 25 (C): -2.308, atom 26 (C): -1.372, atom 27 (H): 0.463, atom 28 (H): 0.427

(4)
Here is C5H8O2 in the gas phase from OMol25. Energies are from ωB97M-V with the def2-TZVPD basis set.

Structure (XYZ):
```
15
C5H8O2 ωB97M-V with the def2-TZVPD basis set
H 1.6881 -2.2922 0.0359
O -1.4541 1.1489 -0.3840
C 0.6498 0.2134 -0.4995
C 0.3324 -0.7143 0.6740
H -3.0758 2.3362 -0.0293
C -2.4622 1.9849 -0.8688
C -0.2742 1.2729 -1.0038
H -0.5845 -1.2810 0.4734
H 0.8224 -0.3748 -1.4193
O -2.6368 2.2260 -2.0175
H 1.3179 -2.3374 1.7667
H 0.1383 -0.1208 1.5760
H 2.4224 -1.1109 1.1258
H 1.6151 0.7186 -0.3488
C 1.5012 -1.6694 0.9192
```

Values from the calculation:
E_HOMO ... -8.79 eV
Calculated total energy ... -9406.712 eV
HOMO-LUMO gap ... 9.3 eV

Just the Mulliken charges please, in e? Sure, here they are: atom 1 (H): 0.321, atom 2 (O): -0.068, atom 3 (C): -0.109, atom 4 (C): -0.128, atom 5 (H): 0.337, atom 6 (C): 0.241, atom 7 (C): -0.849, atom 8 (H): 0.280, atom 9 (H): 0.316, atom 10 (O): -0.367, atom 11 (H): 0.348, atom 12 (H): 0.280, atom 13 (H): 0.326, atom 14 (H): 0.328, atom 15 (C): -1.254

(5)
Here is a molecular structure, C66H38Cl4N5O4V in a non-equilibrium geometry from OMol25. Energies are from ωB97M-V with the def2-TZVPD basis set.

Structure (XYZ):
```
118
C66H38Cl4N5O4V ωB97M-V with the def2-TZVPD basis set
C 4.4150 1.4879 -4.9117
C 5.1664 -5.4574 2.3016
C -4.0788 -5.3222 1.4355
H -1.7853 -6.6763 1.8447
C -2.9792 -1.1369 4.6451
N 0.3209 1.6214 -0.7177
C 5.7038 -4.1826 2.2201
C 3.7409 1.3111 -3.7151
C -3.2239 4.6243 -0.3577
C -1.0263 -4.1637 3.9771
H 0.9608 -0.2176 -4.8764
H -0.2310 5.5994 0.8736
C 2.5907 -2.1779 1.4594
H -4.3043 -4.3622 -2.2909
H -1.2982 7.8128 0.6444
C -1.7807 -0.4976 4.9737
C 2.9733 -4.5874 1.9140
H -3.2659 -1.2027 3.6031
C -4.2423 -4.6323 -1.2446
H -1.8931 -0.9734 8.3340
H 0.8992 -1.2927 5.5929
C -2.1882 -1.0119 7.2946
C -1.4114 -2.7786 1.3564
C 2.9711 -1.6057 -2.0318
C -3.6049 1.2328 -4.9139
C -3.1310 7.0048 -0.1178
C 1.7952 0.5616 -2.3645
C -1.4870 -4.7803 2.8149
H -0.6769 0.0378 -3.7408
H -2.4750 -3.4609 -0.8931
C -4.3311 1.2605 -3.7324
H -5.9764 -5.8986 -1.3062
H -0.4157 4.5816 -2.0479
H 4.1958 1.6374 -2.7885
C -1.2607 3.1942 0.2853
H -4.0400 -5.5649 2.4887
C -0.5307 -6.2935 4.9660
H -3.3678 3.5023 2.1672
H 3.4001 -6.6685 2.2319
C 2.4816 0.7168 -3.6812
Cl -4.3135 -2.4266 8.1685
N -0.9067 1.2940 1.8051
Cl 4.6464 1.3115 -7.5966
C 1.1007 -1.2533 4.5374
H 3.3661 -1.6927 -3.0299
O -5.4128 1.9772 -6.1194
H 6.7672 -4.0355 2.3472
C -1.4059 -0.4268 6.3114
N 1.7235 -0.7571 -0.2933
C 4.8659 -3.1074 1.9679
H -1.0595 -3.0890 4.0297
O -2.1246 0.2797 -0.2188
C -3.2170 -4.1253 -0.4673
V -0.0480 -0.0830 0.5337
C -3.1013 -4.4854 0.8809
O -0.7028 -0.8190 -1.4565
C -1.6950 0.3891 -3.7709
C -1.2403 5.6721 0.4889
C 2.5733 0.4716 -6.0833
H 1.2297 3.0839 -3.5690
C 2.1070 -1.8436 3.8558
C -2.6605 1.7263 3.2308
H 2.1193 0.1508 -7.0105
C -1.5826 2.4070 1.3839
C 0.2992 -0.5544 3.5779
C -0.9609 -0.0091 3.8399
C 3.1957 -2.4024 -0.9603
C -0.8557 -1.7142 1.0454
C -1.4555 -6.1798 2.7474
Cl -3.8784 8.5582 -0.2812
O -3.5742 1.6087 -7.1787
C -3.7247 0.8476 -2.5592
H -0.5119 0.1126 6.5957
H 2.9014 -2.4646 4.2336
C -2.6720 2.6884 2.2790
C -1.9846 -3.9819 1.6842
H -5.3567 1.5990 -3.7494
H 5.2779 -2.1090 1.8923
C -5.1858 -5.4881 -0.6920
C 3.8186 1.0768 -6.0933
C -1.7161 -0.0896 -1.3406
C -0.0329 3.5943 -1.8537
C -3.3589 -1.6634 6.9426
C -3.7691 -1.7186 5.6197
H -0.1597 -6.8811 5.7954
C 0.7975 2.8429 -2.6122
H -4.6857 -2.2260 5.3539
H -4.2677 0.8647 -1.6235
C -5.1065 -5.8199 0.6537
C -3.8276 5.8652 -0.4861
H 5.3957 1.9423 -4.9311
C 2.0783 -0.5633 -1.6012
N 0.8584 -0.6549 2.3262
H -3.3234 1.6104 4.0712
C -2.4154 0.3832 -2.5838
C 1.9178 0.2839 -4.8759
C -0.9789 -6.9231 3.8128
C 2.4446 -1.8357 0.1247
C 3.8039 -5.6684 2.1588
C -1.9284 4.5152 0.1354
N -4.2455 1.6393 -6.1645
C 3.4994 -3.3033 1.8056
C 1.0094 1.6110 -1.8967
H 1.9058 -4.7305 1.7948
C -1.8361 6.9168 0.3680
H -4.8327 5.9505 -0.8749
H -3.7623 3.7294 -0.6442
C -0.3376 2.8141 -0.6805
Cl 6.2144 -6.8087 2.5755
H -5.8509 -6.4695 1.0956
H -0.2198 -4.4116 5.9454
H -0.9551 -8.0034 3.7469
H 3.8343 -3.2666 -0.8887
C 1.9142 -1.5200 2.4734
C -0.5603 -4.9090 5.0455
C -2.2793 0.8241 -4.9435
C -1.5233 0.8945 2.9511
H -1.7384 0.8433 -5.8779
```

Values from the calculation:
E_HOMO (alpha / beta) ... -7.21 / -7.21 eV
Calculated total energy ... -160475.177 eV
HOMO-LUMO gap (alpha / beta) ... 5.7 / 5.6 eV

Mulliken population analysis, charges in e, atoms 1 to 99: atom 1 (C): -0.920, atom 2 (C): 0.380, atom 3 (C): -0.174, atom 4 (H): 0.602, atom 5 (C): -0.168, atom 6 (N): 0.647, atom 7 (C): -0.888, atom 8 (C): 0.095, atom 9 (C): 0.237, atom 10 (C): 0.850, atom 11 (H): 0.637, atom 12 (H): 0.504, atom 13 (C): 1.320, atom 14 (H): 0.443, atom 15 (H): 0.414, atom 16 (C): -0.311, atom 17 (C): 0.123, atom 18 (H): 0.535, atom 19 (C): -0.790, atom 20 (H): 0.454, atom 21 (H): 0.458, atom 22 (C): -1.058, atom 23 (C): -0.361, atom 24 (C): -1.547, atom 25 (C): -0.245, atom 26 (C): 0.429, atom 27 (C): 0.874, atom 28 (C): -0.453, atom 29 (H): 0.015, atom 30 (H): 0.586, atom 31 (C): -0.792, atom 32 (H): 0.397, atom 33 (H): 0.567, atom 34 (H): 0.512, atom 35 (C): 0.990, atom 36 (H): 0.549, atom 37 (C): -0.665, atom 38 (H): 0.589, atom 39 (H): 0.446, atom 40 (C): -0.260, atom 41 (Cl): -0.226, atom 42 (N): 0.510, atom 43 (Cl): -0.219, atom 44 (C): -1.314, atom 45 (H): 0.656, atom 46 (O): -0.625, atom 47 (H): 0.422, atom 48 (C): -0.211, atom 49 (N): 0.521, atom 50 (C): 0.125, atom 51 (H): 0.542, atom 52 (O): -0.737, atom 53 (C): -0.526, atom 54 (V): -1.055, atom 55 (C): 0.192, atom 56 (O): -0.735, atom 57 (C): -0.172, atom 58 (C): 0.183, atom 59 (C): -1.129, atom 60 (H): 0.583, atom 61 (C): -2.027, atom 62 (C): -1.469, atom 63 (H): 0.415, atom 64 (C): 0.323, atom 65 (C): 1.192, atom 66 (C): 0.712, atom 67 (C): -1.653, atom 68 (C): 2.553, atom 69 (C): -0.309, atom 70 (Cl): -0.217, atom 71 (O): -0.616, atom 72 (C): -0.008, atom 73 (H): 0.593, atom 74 (H): 0.596, atom 75 (C): -1.722, atom 76 (C): -0.650, atom 77 (H): 0.526, atom 78 (H): 0.530, atom 79 (C): -0.462, atom 80 (C): 0.456, atom 81 (C): 0.705, atom 82 (C): -1.662, atom 83 (C): 0.286, atom 84 (C): -0.993, atom 85 (H): 0.433, atom 86 (C): -1.930, atom 87 (H): 0.448, atom 88 (H): 0.598, atom 89 (C): -0.789, atom 90 (C): -1.032, atom 91 (H): 0.417, atom 92 (C): 0.272, atom 93 (N): 0.999, atom 94 (H): 0.578, atom 95 (C): -0.048, atom 96 (C): 0.209, atom 97 (C): -0.906, atom 98 (C): -0.066, atom 99 (C): -0.972

(6)
Here is C6H7NS in the gas phase in a non-equilibrium geometry from OMol25. Energies are from ωB97M-V with the def2-TZVPD basis set.

Structure (XYZ):
```
15
C6H7NS ωB97M-V with the def2-TZVPD basis set
H 1.1585 2.3937 0.3426
H -3.3549 -1.7800 -0.0238
C 1.7055 -0.5700 0.6768
N -1.3722 -1.4066 -0.2607
C -1.3691 0.8962 -0.0128
H 1.4426 -0.1869 1.6646
C 0.8248 -0.0128 -0.3626
C 0.7257 1.5556 -0.3672
H 0.8808 1.8921 -1.4087
C -0.6138 -0.2422 -0.2242
C -2.6306 -1.0988 -0.1226
H 1.1273 -0.0963 -1.5032
S -3.0187 0.5506 0.2422
H 2.8356 -0.1924 0.5789
H 1.6586 -1.7022 0.7808
```

Values from the calculation:
E_HOMO (alpha / beta) ... -8.79 / -8.79 eV
Calculated total energy ... -18655.987 eV
HOMO-LUMO gap (alpha / beta) ... 8.4 / 8.4 eV

Just the Mulliken charges please, in e? Sure, here they are: atom 1 (H): 0.285, atom 2 (H): 0.539, atom 3 (C): -1.263, atom 4 (N): -0.604, atom 5 (C): -0.283, atom 6 (H): 0.375, atom 7 (C): 0.761, atom 8 (C): -0.628, atom 9 (H): 0.279, atom 10 (C): -0.033, atom 11 (C): -0.214, atom 12 (H): 0.257, atom 13 (S): -0.095, atom 14 (H): 0.299, atom 15 (H): 0.326